The following is a quantum chemistry calculation of CH2F2O3 in the gas phase in a non-equilibrium geometry, from OMol25.

Last columns: bonded neighbours and bond lengths (Å).
CARTESIAN COORDINATES (ANGSTROEM)
1 C 0.415 0.010 0.041  O2 1.307, O4 1.449, F5 1.350, F6 1.376
2 O 1.338 -0.874 0.317  C1 1.307, H7 0.944
3 O -1.892 0.402 0.082  O4 1.376, H8 0.960
4 O -0.891 -0.468 0.448  C1 1.449, O3 1.376
5 F 0.719 1.260 0.448  C1 1.350
6 F 0.371 0.170 -1.325  C1 1.376
7 H 2.106 -0.554 0.761  O2 0.944
8 H -2.166 0.055 -0.771  O3 0.960

The calculation puts the strongest force on any atom at 0.0638 Eh/bohr. The calculation puts the molar mass at 100.0 g/mol. The calculation puts the HOMO energy at -11.61 eV. The spin multiplicity is 1.

Atomic partial charges in e from the natural (NBO) method, atoms 1 to 6:
1. C 1.073
2. O -0.685
3. O -0.409
4. O -0.270
5. F -0.327
6. F -0.360